No. 1
{
  "formula": "C25H47AuCl2NO3Si2",
  "method": "ωB97M-V with the def2-TZVPD basis set",
  "symbols": ["O", "O", "C", "C", "H", "H", "H", "H", "H", "C", "C", "H", "H", "H", "H", "H", "C", "C", "C", "H", "H", "H", "H", "H", "C", "H", "H", "H", "H", "H", "H", "Au", "C", "Si", "H", "H", "C", "C", "C", "C", "Si", "H", "H", "C", "C", "C", "H", "H", "H", "H", "H", "H", "H", "H", "H", "H", "H", "H", "H", "H", "H", "H", "H", "H", "Cl", "C", "C", "C", "Cl", "C", "C", "C", "C", "N", "C", "C", "O", "H", "H", "H", "H"],
  "positions_angstrom": [[2.612, 0.307, -2.326], [3.677, -3.799, 1.629], [2.052, -0.833, -3.075], [1.972, -0.371, -4.520], [1.038, -1.036, -2.681], [2.692, -1.715, -2.953], [1.310, 0.500, -4.619], [1.580, -1.146, -5.182], [2.965, -0.094, -4.889], [3.323, 0.043, -1.090], [4.288, -1.121, -1.141], [2.583, -0.085, -0.281], [3.887, 0.961, -0.871], [3.811, -2.050, -0.811], [5.099, -0.930, -0.430], [4.724, -1.256, -2.136], [3.167, -3.003, 2.688], [2.837, -4.919, 1.380], [4.141, -1.916, 3.093], [2.951, -3.642, 3.566], [2.217, -2.524, 2.388], [5.055, -2.342, 3.507], [3.670, -1.301, 3.859], [4.409, -1.260, 2.260], [3.549, -5.969, 0.549], [1.929, -4.602, 0.839], [2.518, -5.374, 2.335], [4.049, -5.551, -0.329], [2.812, -6.691, 0.199], [4.285, -6.492, 1.161], [-0.732, -1.441, 1.065], [1.076, 1.656, -2.041], [-0.885, -2.323, 0.492], [-2.637, -3.003, 0.830], [-0.679, -2.133, -0.578], [-0.128, -3.043, 0.844], [-3.089, -4.657, 0.034], [-3.817, -1.657, 0.259], [-2.949, -3.450, 2.639], [0.072, 3.417, -1.793], [1.004, 4.076, -0.289], [-1.001, 3.238, -1.694], [0.263, 4.084, -2.653], [2.800, 4.521, -0.648], [0.989, 2.709, 1.016], [0.084, 5.628, 0.257], [-2.020, -3.598, 3.196], [-3.506, -4.400, 2.681], [-3.547, -2.701, 3.170], [-3.308, -4.556, -1.033], [-3.981, -5.078, 0.526], [-2.270, -5.378, 0.148], [-3.427, -1.190, -0.657], [-3.890, -0.852, 1.005], [-4.828, -2.045, 0.064], [2.018, 2.400, 1.256], [0.450, 1.850, 0.588], [0.476, 3.044, 1.928], [0.556, 6.076, 1.144], [-0.960, 5.397, 0.499], [0.089, 6.376, -0.550], [3.081, 5.442, -0.116], [2.959, 4.679, -1.723], [3.478, 3.723, -0.317], [-4.652, 1.679, -3.979], [-4.515, 2.351, -2.427], [-5.365, 3.350, -1.988], [-5.245, 3.919, -0.716], [-6.331, 5.158, -0.258], [-4.252, 3.477, 0.202], [-4.058, 4.024, 1.494], [-3.097, 3.481, 2.321], [-2.313, 2.411, 1.843], [-2.444, 1.907, 0.622], [-3.376, 2.408, -0.194], [-3.430, 1.840, -1.575], [-2.591, 1.023, -1.980], [-6.140, 3.703, -2.656], [-4.675, 4.860, 1.817], [-2.916, 3.850, 3.328], [-1.541, 1.959, 2.475]],
  "forces_ev_per_a": [[0.392, -1.295, -0.384], [-0.127, -0.060, 0.279], [-0.261, -0.027, -0.274], [0.219, 0.010, -0.092], [0.526, -0.143, 0.002], [-0.149, 0.337, 0.024], [0.077, -0.093, 0.032], [-0.033, -0.033, 0.236], [-0.175, -0.022, 0.108], [0.279, 0.152, 0.818], [-0.089, -0.383, 0.168], [0.201, -0.079, -0.234], [-0.348, -0.098, -0.310], [0.125, 0.068, -0.221], [-0.101, -0.019, -0.183], [0.012, 0.106, 0.186], [-0.199, 0.138, 0.128], [-0.189, -0.131, -0.196], [0.118, -0.118, -0.088], [0.037, 0.159, -0.294], [0.059, -0.250, -0.035], [0.007, 0.028, -0.053], [0.028, 0.029, 0.068], [-0.051, -0.133, -0.020], [0.165, 0.035, 0.152], [0.074, 0.143, 0.213], [0.054, 0.202, -0.234], [-0.082, 0.084, 0.150], [0.032, -0.084, 0.019], [0.037, 0.022, -0.159], [0.048, 1.043, 0.406], [-0.515, 1.385, 0.255], [-0.014, -1.626, -0.462], [-0.478, -0.224, 0.114], [-0.258, 0.027, 0.440], [-0.151, 0.092, -0.129], [0.274, 0.176, -0.459], [-0.065, 0.187, -0.068], [0.112, 0.129, 0.222], [-0.299, 0.839, -0.732], [0.642, -0.058, 1.062], [0.099, -0.111, 0.001], [-0.231, -0.366, 0.111], [-0.085, -0.038, -0.260], [0.015, 0.133, -0.135], [-0.336, 0.055, -0.297], [-0.041, 0.024, 0.059], [0.189, 0.337, -0.018], [0.141, -0.024, -0.026], [0.053, -0.134, 0.036], [0.320, 0.255, -0.164], [-0.168, 0.047, -0.022], [-0.176, -0.141, 0.092], [-0.007, -0.209, -0.110], [0.257, 0.130, 0.059], [-0.336, 0.086, 0.058], [-0.022, 0.049, 0.448], [0.203, -0.260, -0.170], [-0.001, -0.243, -0.229], [0.143, 0.068, -0.014], [-0.003, -0.170, 0.250], [-0.091, -0.277, -0.194], [0.104, 0.090, 0.205], [-0.139, 0.177, -0.114], [-0.100, 0.035, -0.128], [0.396, 0.017, 0.751], [-0.081, 0.086, 0.057], [-0.017, -0.307, -0.617], [-0.018, 0.012, -0.060], [0.965, -0.724, 0.335], [-0.071, -0.143, -0.155], [0.244, -0.274, -0.156], [-0.329, 0.154, -0.175], [0.215, 0.122, 0.188], [-0.458, 0.731, 0.264], [0.432, -0.439, -0.243], [-0.674, 0.767, 0.297], [0.006, 0.026, 0.067], [0.128, -0.224, -0.026], [-0.148, 0.036, -0.229], [-0.316, 0.134, -0.191]],
  "mulliken_spin": [-0.04, 0.00, -0.01, 0.01, -0.01, 0.00, 0.00, 0.00, 0.00, 0.01, 0.00, 0.00, 0.00, 0.00, 0.00, 0.00, 0.00, 0.00, 0.00, 0.00, 0.00, 0.00, 0.00, 0.00, 0.00, 0.00, 0.00, 0.00, 0.00, 0.00, 0.00, 0.55, 0.00, 0.00, 0.00, 0.00, 0.00, 0.00, 0.00, 0.43, -0.02, 0.00, -0.04, 0.01, 0.02, 0.07, 0.00, 0.00, 0.00, 0.00, 0.00, 0.00, 0.00, 0.00, 0.00, 0.00, 0.00, 0.00, 0.01, 0.00, 0.00, 0.00, 0.00, 0.00, 0.05, 0.22, -0.11, 0.29, 0.05, -0.02, 0.07, -0.03, 0.05, -0.03, 0.10, 0.09, 0.27, 0.00, 0.01, 0.00, 0.00],
  "mol_weight_g_mol": 733.70,
  "charge": 1,
  "homo_lumo_gap_ev": [7.9, 5.1],
  "multiplicity": 3,
  "relative_energy_ev": 0.000,
  "lumo_ha": [-0.0988, -0.2432]
}

No. 2
{
  "formula": "C9H17P",
  "method": "ωB97M-V with the def2-TZVPD basis set",
  "symbols": ["C", "P", "C", "C", "C", "H", "H", "H", "H", "H", "H", "H", "H", "H", "C", "C", "C", "C", "C", "H", "H", "H", "H", "H", "H", "H", "H"],
  "positions_angstrom": [[0.991, 0.160, -2.236], [1.582, -1.036, -0.881], [2.230, -0.117, 0.333], [2.480, 1.318, 0.160], [2.467, -0.829, 1.609], [1.751, 0.109, -3.092], [0.772, 1.196, -1.927], [0.099, -0.306, -2.622], [3.447, 1.552, -0.313], [1.760, 1.710, -0.460], [2.456, 1.909, 0.971], [3.488, -1.124, 1.444], [1.857, -1.687, 1.658], [2.500, -0.297, 2.542], [-2.090, 1.907, -0.388], [-2.345, 1.134, 0.610], [-2.322, 0.114, 1.445], [-1.862, -1.230, 0.940], [-2.308, -1.502, -0.544], [-1.173, 2.539, -0.322], [-2.890, 2.181, -1.129], [-2.766, 0.348, 2.462], [-0.688, -1.338, 0.949], [-2.271, -1.962, 1.540], [-3.267, -1.957, -0.618], [-2.214, -0.595, -1.210], [-1.685, -2.195, -0.920]],
  "forces_ev_per_a": [[1.818, -0.519, -0.520], [-1.035, 0.019, -0.940], [-1.229, 0.402, -0.167], [1.936, -1.150, -1.672], [1.670, 0.304, -0.560], [-1.005, 0.436, 1.116], [0.185, -0.563, -0.246], [-0.450, -0.097, -0.123], [-0.105, -0.343, -0.013], [-1.487, 0.985, -1.586], [-0.073, 1.686, 3.541], [0.827, -0.775, 0.583], [-0.588, -1.061, 0.374], [-0.500, 0.674, 0.201], [-0.429, 2.336, -0.905], [0.568, -1.906, 0.955], [-0.981, 1.874, 0.474], [2.128, 1.152, -2.177], [-0.487, 3.030, 1.327], [-0.697, -0.589, -0.436], [1.031, -0.317, 0.675], [0.727, -0.891, -1.108], [-2.191, 0.363, 0.254], [-0.667, -1.748, 1.379], [-1.115, 0.135, 0.116], [-0.300, -0.943, 0.899], [2.452, -2.494, -1.438]],
  "nbo_charge": [-0.94, 0.60, -0.35, -0.66, -0.66, 0.23, 0.22, 0.23, 0.22, 0.22, 0.21, 0.23, 0.22, 0.22, -0.51, 0.10, -0.29, -0.42, -0.60, 0.22, 0.22, 0.23, 0.21, 0.21, 0.20, 0.21, 0.20],
  "mol_weight_g_mol": 156.21,
  "smiles": "CP=C(C)C.C=C=CCC",
  "homo_lumo_gap_ev": 9.1,
  "relative_energy_ev": 1.787,
  "lumo_ha": 0.0287
}

No. 3
{
  "formula": "C3H9N3",
  "method": "ωB97M-V with the def2-TZVPD basis set",
  "symbols": ["N", "C", "C", "N", "C", "N", "H", "H", "H", "H", "H", "H", "H", "H", "H"],
  "positions_angstrom": [[2.546, 0.183, 0.055], [1.215, 0.585, 0.266], [0.132, -0.205, 0.157], [0.124, -1.542, -0.270], [-1.183, 0.297, 0.661], [-2.193, 0.194, -0.387], [2.630, -0.739, -0.353], [3.098, 0.859, -0.456], [1.118, 1.634, 0.502], [-0.805, -1.816, -0.564], [0.824, -1.757, -0.969], [-0.927, 1.337, 1.047], [-1.516, -0.305, 1.512], [-3.104, 0.468, -0.038], [-1.959, 0.807, -1.162]],
  "forces_ev_per_a": [[0.007, -0.163, -0.191], [-0.123, -0.390, -0.441], [0.245, 0.378, 0.358], [0.328, -0.002, 0.171], [0.702, 1.135, 0.183], [-0.234, 0.190, 0.077], [0.147, 0.101, 0.031], [-0.021, -0.139, 0.010], [-0.197, -0.064, 0.332], [0.127, 0.003, -0.140], [-0.202, -0.071, -0.024], [-0.809, -0.931, -0.360], [0.018, 0.034, -0.009], [0.042, -0.039, -0.083], [-0.030, -0.043, 0.086]],
  "nbo_charge": [-0.82, -0.09, 0.08, -0.83, -0.24, -0.85, 0.36, 0.37, 0.19, 0.39, 0.36, 0.17, 0.19, 0.36, 0.36],
  "mol_weight_g_mol": 87.13,
  "smiles": "N/C=C(\\N)CN",
  "homo_lumo_gap_ev": 8.2,
  "relative_energy_ev": 0.787,
  "lumo_ha": 0.0388
}

| no. | DFT total energy (hartree) |
| --- | --- |
| 1 | -2896.0136 |
| 2 | -694.3133 |
| 3 | -283.9542 |